# C38H59N8O2P

A cluster of 8 separate species, C38H59N8O2P in total (ωB97M-V/def2-TZVPD, OMol25).

Each line ends with the Löwdin charge.
Cartesian coordinates (Å):
C -1.1129 -2.7746 4.3427  -0.09
C -1.5019 -3.7919 3.2802  -0.36
O -2.0451 -3.1983 2.1224  -0.42
P -0.9652 -2.6511 0.8678  0.84
C 0.2590 -2.1514 -0.5328  -0.33
C 1.2496 -1.0899 -0.1634  -0.32
N 1.7975 -1.0350 0.9812  0.07
C -1.9374 -1.1223 0.7334  -0.27
C -1.7770 -0.1627 1.9339  -0.23
C -1.8432 1.3011 1.4834  -0.19
C -0.4864 1.7641 0.9292  -0.18
C -0.2149 3.2600 1.0954  -0.22
O -0.5958 3.7733 2.3588  -0.19
C 0.1086 3.1628 3.4188  -0.11
H -0.9658 -3.2739 5.3026  0.07
H -0.2070 -2.2237 4.0822  0.06
H -1.9246 -2.0535 4.4623  0.07
H -0.6424 -4.4320 3.0318  0.10
H -2.2681 -4.4535 3.6914  0.09
H -1.3680 -3.7410 0.0808  0.05
H 0.1179 -2.7689 1.7523  0.05
H 0.8292 -3.0250 -0.8747  0.07
H -0.3148 -1.8035 -1.3984  0.06
H 1.5014 -0.3588 -0.9425  0.10
H 2.4509 -0.2532 1.0167  0.05
H -1.6922 -0.5996 -0.1912  0.07
H -2.9841 -1.4265 0.6775  0.08
H -0.8201 -0.3329 2.4378  0.09
H -2.5538 -0.3829 2.6671  0.10
H -2.6055 1.3832 0.7020  0.12
H -2.1427 1.9360 2.3166  0.11
H 0.3040 1.1968 1.4261  0.08
H -0.4409 1.5302 -0.1396  0.10
H -0.7481 3.8441 0.3439  0.12
H 0.8607 3.4420 0.9510  0.12
H -0.3558 2.2136 3.7178  0.08
H 0.0970 3.8389 4.2722  0.10
H 1.1473 2.9525 3.1374  0.07
N 3.3283 1.5102 4.6001  0.00
C 3.8704 2.6867 4.1567  -0.16
C 4.6296 3.2070 5.1698  -0.11
C 4.5413 2.3087 6.2685  -0.11
C 3.7325 1.2727 5.8853  -0.14
H 2.7275 0.9097 4.0653  0.14
H 3.6735 3.0508 3.1628  0.10
H 5.1862 4.1282 5.1292  0.09
H 5.0180 2.4121 7.2287  0.09
H 3.4143 0.3911 6.4144  0.10
N -4.1084 -6.4512 7.2965  0.00
C -3.9776 -5.7506 6.1292  -0.15
C -4.0704 -6.6413 5.0936  -0.12
C -4.2645 -7.9310 5.6596  -0.11
C -4.2833 -7.7796 7.0201  -0.14
H -4.0790 -6.0519 8.2160  0.14
H -3.8339 -4.6834 6.1339  0.10
H -4.0084 -6.3970 4.0461  0.08
H -4.3774 -8.8611 5.1286  0.09
H -4.4067 -8.5007 7.8096  0.10
N 0.4937 1.1305 -3.8917  0.01
C -0.7917 1.0332 -3.4301  -0.15
C -1.2716 2.3044 -3.2538  -0.11
C -0.2345 3.2038 -3.6248  -0.11
C 0.8404 2.4499 -4.0140  -0.14
H 1.0902 0.3527 -4.1056  0.14
H -1.2558 0.0752 -3.2658  0.10
H -2.2571 2.5588 -2.9002  0.09
H -0.2716 4.2804 -3.6112  0.09
H 1.8148 2.7410 -4.3679  0.10
N -5.8361 -2.2269 1.2171  0.00
C -6.6996 -2.8485 0.3587  -0.14
C -7.6363 -1.9286 -0.0321  -0.11
C -7.3228 -0.7031 0.6170  -0.11
C -6.2069 -0.9207 1.3810  -0.15
H -5.0461 -2.6637 1.6611  0.13
H -6.5751 -3.8856 0.0989  0.10
H -8.4550 -2.1124 -0.7074  0.09
H -7.8560 0.2290 0.5334  0.09
H -5.6492 -0.2600 2.0229  0.10
N 3.9355 2.4932 -8.7683  0.01
C 3.9423 1.6710 -7.6759  -0.13
C 2.6813 1.6766 -7.1424  -0.11
C 1.8818 2.5338 -7.9472  -0.13
C 2.6872 3.0236 -8.9427  -0.14
H 4.7281 2.6800 -9.3545  0.15
H 4.8371 1.1564 -7.3712  0.11
H 2.3623 1.1241 -6.2756  0.07
H 0.8358 2.7583 -7.8148  0.09
H 2.4737 3.6951 -9.7568  0.11
N 4.8877 -3.6444 -0.7952  0.00
C 4.7771 -2.6495 0.1386  -0.14
C 6.0397 -2.1931 0.4100  -0.11
C 6.9449 -2.9411 -0.3922  -0.11
C 6.2033 -3.8291 -1.1237  -0.15
H 4.1201 -4.1660 -1.1752  0.14
H 3.8170 -2.3570 0.5288  0.07
H 6.2887 -1.4112 1.1081  0.09
H 8.0168 -2.8402 -0.4247  0.09
H 6.4989 -4.5726 -1.8438  0.10
N 1.2942 5.6812 -6.8568  0.01
C 0.0126 5.5914 -6.3911  -0.15
C -0.4593 6.8651 -6.2086  -0.11
C 0.5828 7.7586 -6.5786  -0.12
C 1.6501 6.9959 -6.9741  -0.14
H 1.8799 4.8942 -7.0834  0.11
H -0.4522 4.6339 -6.2277  0.10
H -1.4408 7.1273 -5.8500  0.09
H 0.5514 8.8352 -6.5573  0.09
H 2.6272 7.2782 -7.3272  0.10

As for the HOMO energy: -8.110 eV. The value obtained for the lowest unoccupied orbital energy is 0.0110 Ha. As for the total energy: -65663.7598 eV. The orbital gap is 8.411 eV. As for the largest force on an atom: 0.00620 hartree/bohr. Its spin multiplicity is 1. The molar mass comes out at 690.92 g mol⁻¹.

=====

# C38H60BF3O13P2

A cluster of 3 separate species, C38H60BF3O13P2 in total (ωB97M-V/def2-TZVPD, OMol25).

Each line ends with the Löwdin charge.
Cartesian coordinates (Å):
C -7.3681 2.1543 1.1348  -0.13
C -5.8550 1.7711 0.8235  -0.25
C -5.8380 0.4444 -0.0604  -0.20
C -5.1376 0.6274 -1.4676  -0.21
C -6.1613 0.5554 -2.6891  -0.19
C -7.0465 1.8658 -2.8127  -0.18
C -6.4179 2.9109 -3.8549  -0.12
C -5.6347 4.0017 -3.0674  -0.11
C -6.4353 4.8474 -2.1330  0.00
C -5.7931 5.8841 -1.3440  -0.01
C -4.3221 6.1054 -1.4343  -0.02
B -3.7122 7.2557 -0.4937  -0.54
O -2.9031 8.3115 -0.9443  0.15
O -4.0028 7.3029 0.8963  -0.01
C -4.0779 5.9822 1.4790  -0.08
C -3.5120 5.3062 -2.3509  0.00
C -4.2002 4.2546 -3.1696  0.00
C -3.3188 3.4300 -4.1525  -0.27
O -3.6824 3.0229 -5.2367  0.09
C -1.8336 3.1360 -3.7433  -0.05
C -1.0994 1.9410 -4.1584  0.04
C 0.3235 1.7130 -3.7900  -0.17
C 1.0168 0.4046 -4.3519  -0.09
C 2.0671 0.8637 -5.4721  -0.18
O 1.9879 0.0345 -6.6550  -0.15
C 1.1852 0.6564 -7.6528  -0.09
C 0.5506 -0.4719 -8.5760  -0.47
F 1.0747 -0.4492 -9.8521  0.09
F -0.8207 -0.2873 -8.7234  0.08
F 0.7313 -1.7304 -8.0629  0.11
C 0.9893 2.7556 -2.9601  0.00
C 0.2215 3.9948 -2.5365  0.02
C -1.1757 4.1810 -2.9274  -0.06
C -1.9868 5.4685 -2.5461  -0.26
O -1.3596 6.5027 -2.4663  0.11
H -7.4960 3.2122 1.4820  0.06
H -7.7606 1.5026 1.9701  0.08
H -7.9607 1.9617 0.2008  0.06
H -5.3159 2.6200 0.3272  0.09
H -5.3442 1.6016 1.8167  0.10
H -5.2279 -0.3052 0.5254  0.10
H -6.8730 0.0082 -0.1253  0.11
H -4.4224 -0.2346 -1.6140  0.11
H -4.5084 1.5575 -1.4882  0.09
H -5.5307 0.3899 -3.6092  0.11
H -6.8243 -0.3344 -2.5341  0.11
H -8.1169 1.6447 -3.0920  0.11
H -7.0900 2.3115 -1.7747  0.08
H -7.2897 3.4311 -4.3429  0.12
H -5.8018 2.3155 -4.5686  0.10
H -7.5378 4.6817 -2.0637  0.12
H -6.4230 6.5070 -0.6572  0.13
H -2.9123 8.3210 -1.9175  0.10
H -3.1837 5.3770 1.1734  0.10
H -5.0360 5.4379 1.2210  0.08
H -4.1169 6.1349 2.5971  0.10
H -1.6082 1.1900 -4.8045  0.12
H 1.5313 -0.2291 -3.5891  0.11
H 0.2360 -0.1988 -4.8984  0.12
H 1.9325 1.9557 -5.7261  0.13
H 3.1244 0.7412 -5.0985  0.13
H 1.7599 1.3333 -8.3399  0.14
H 0.3380 1.2592 -7.2068  0.14
H 2.0643 2.6160 -2.7006  0.11
H 0.7278 4.7791 -1.9323  0.11
O 0.6027 -0.6716 -0.7267  -0.21
P 1.4316 -0.5102 0.5278  0.72
O 1.0263 -1.9744 1.1914  -0.24
C 1.4243 -3.1544 0.4967  -0.29
C 2.8953 -3.4613 0.7162  -0.08
O 0.3081 0.4648 1.2580  -0.24
C -0.4516 1.3473 0.4382  -0.29
C -1.8243 0.7578 0.1548  -0.06
O 2.4353 -0.1947 1.8438  -0.26
C 1.9881 -0.3522 3.1962  -0.27
C 2.4233 -1.6768 3.7970  -0.07
H 1.2126 -3.0610 -0.5714  0.10
H 0.8140 -3.9774 0.8742  0.12
H 3.5190 -2.5828 0.5273  0.07
H 3.2209 -4.2725 0.0620  0.08
H 3.0738 -3.7681 1.7482  0.07
H 0.0819 1.5812 -0.4827  0.08
H -0.5630 2.2919 0.9782  0.12
H -1.7665 -0.2996 -0.1116  0.08
H -2.3173 1.2943 -0.6599  0.06
H -2.4544 0.8190 1.0450  0.07
H 0.9108 -0.2342 3.2973  0.11
H 2.4533 0.4592 3.7614  0.12
H 1.7794 -2.4929 3.4731  0.07
H 2.3610 -1.6369 4.8875  0.08
H 3.4463 -1.9255 3.5062  0.07
O 5.2633 -5.8151 4.0104  -0.22
P 6.5672 -6.2718 4.6380  0.71
O 6.3037 -5.6318 6.1417  -0.24
C 5.1790 -6.1063 6.8794  -0.29
C 5.4516 -7.4635 7.5049  -0.08
O 7.5027 -5.0920 3.9424  -0.24
C 7.1624 -4.5975 2.6465  -0.29
C 6.4124 -3.2809 2.7592  -0.07
O 7.9838 -7.0081 5.1636  -0.25
C 8.9919 -6.2852 5.8800  -0.27
C 8.8948 -6.4942 7.3804  -0.08
H 4.2943 -6.1559 6.2401  0.10
H 4.9696 -5.3738 7.6616  0.12
H 5.8497 -8.1688 6.7705  0.07
H 4.5377 -7.8793 7.9336  0.08
H 6.1901 -7.3776 8.3035  0.07
H 6.5841 -5.3358 2.0891  0.10
H 8.0926 -4.4434 2.0933  0.12
H 5.6436 -3.3125 3.5340  0.06
H 5.9365 -3.0228 1.8103  0.07
H 7.0968 -2.4769 3.0366  0.08
H 8.9857 -5.2207 5.6519  0.11
H 9.9488 -6.6814 5.5316  0.12
H 8.1156 -5.8737 7.8201  0.06
H 9.8343 -6.2140 7.8635  0.08
H 8.6660 -7.5348 7.6201  0.08

As for the HOMO energy: -9.357 eV. The value obtained for the lowest unoccupied orbital energy is -0.0682 Ha. As for the total energy: -94400.4632 eV. The orbital gap is 7.502 eV. As for the largest force on an atom: 0.18697 hartree/bohr. Its spin multiplicity is 1. The molar mass comes out at 854.64 g mol⁻¹.